C28H60BrN8O3P2PbSSi | wB97M-V/def2-TZVPD

Structure (XYZ):
```
105
Properties=species:S:1:pos:R:3:forces:R:3
Pb -0.178 -1.697 1.046 -0.030 -0.117 0.296
Br 0.076 0.846 0.372 0.028 0.684 -0.201
S 1.096 -1.588 3.476 0.034 -0.037 -0.033
P 2.193 -2.290 -1.535 0.069 -0.151 -0.135
P 0.157 -4.362 -1.206 0.201 -0.120 0.018
Si 0.084 3.984 0.558 0.024 -0.309 -0.031
O 1.417 -3.661 -1.922 -0.191 0.166 0.077
O 1.792 -1.941 -0.121 0.146 0.039 0.036
O -0.662 -3.364 -0.405 -0.064 -0.110 -0.214
N 1.756 -1.304 -2.755 -0.078 0.143 0.213
N -0.022 -2.047 5.811 0.041 0.020 0.020
N -1.869 -1.331 3.016 -0.054 0.058 0.106
N 0.709 -5.514 -0.211 -0.145 -0.078 0.075
N 3.776 -2.523 -1.659 0.029 -0.073 0.161
N -1.566 -1.736 4.214 0.102 0.118 -0.058
N -2.568 -1.254 0.403 -0.110 -0.128 0.019
N -0.646 -4.947 -2.474 -0.069 0.044 -0.075
C -3.933 -0.291 3.801 -0.003 -0.028 -0.003
C -0.442 5.583 2.700 -0.025 -0.014 0.016
C -1.409 5.686 -0.940 0.000 -0.020 -0.022
C -0.085 -5.268 -3.790 -0.004 0.076 -0.047
C -0.222 -1.780 4.539 -0.079 -0.081 -0.100
C -0.980 4.197 -0.981 0.016 -0.168 -0.042
C 0.357 -1.176 -3.155 -0.041 -0.109 -0.108
C -5.045 -0.308 -0.387 -0.013 0.015 0.046
C -4.169 -0.841 -1.310 0.047 -0.017 -0.056
C -2.241 3.913 2.202 0.015 0.062 0.043
C 2.122 5.679 0.015 0.037 -0.014 0.020
C 4.649 -2.658 -0.488 0.019 -0.010 0.012
C -4.669 -0.269 0.952 -0.011 -0.007 -0.055
C 2.671 3.948 1.753 0.021 0.068 -0.031
C 2.520 -0.071 -2.986 0.034 0.013 -0.059
C 1.511 -6.608 -0.769 0.002 -0.024 -0.013
C 2.621 3.286 -0.629 0.014 0.113 -0.036
C -2.019 -5.423 -2.267 0.002 -0.108 0.037
C 4.376 -2.969 -2.922 0.028 0.035 -0.026
C -2.931 -1.301 -0.870 -0.047 0.117 0.034
C -0.156 3.140 3.292 0.016 0.123 0.055
C 0.799 -5.357 1.237 0.079 0.047 0.020
C -0.721 4.126 2.253 -0.074 -0.136 -0.033
C -0.189 3.932 -2.271 -0.026 0.099 -0.004
C -2.238 3.310 -1.029 -0.027 0.098 0.010
C -3.031 -0.814 2.739 0.024 -0.137 -0.020
C -3.428 -0.764 1.315 0.087 0.039 0.066
C 1.949 4.193 0.419 0.003 -0.157 0.092
H -2.699 -4.890 -2.932 0.006 0.003 -0.014
H 1.351 -6.690 -1.843 -0.008 -0.006 -0.002
H 2.576 -6.447 -0.587 0.003 0.013 -0.002
H -0.813 -2.183 6.428 -0.020 -0.021 -0.019
H -6.013 0.066 -0.692 -0.007 -0.004 -0.004
H 0.881 3.336 3.547 0.024 -0.009 -0.012
H -0.108 -0.310 -2.674 -0.005 -0.001 0.033
H 0.910 -2.118 6.193 -0.002 -0.007 0.008
H 0.743 -6.342 1.697 -0.015 -0.001 -0.003
H -0.860 4.087 -3.119 0.006 0.014 -0.010
H 0.960 -4.981 -3.850 0.003 0.005 0.010
H -0.920 5.738 3.670 -0.001 0.015 0.004
H 2.318 4.589 2.558 -0.007 0.007 0.016
H 2.356 3.545 -1.650 -0.039 -0.004 -0.035
H -2.975 3.578 -0.278 -0.010 -0.006 0.034
H -4.063 0.789 3.698 0.000 0.004 -0.017
H 0.650 4.612 -2.401 0.036 0.001 0.003
H 2.595 2.907 2.071 -0.012 -0.022 0.001
H -3.533 -0.508 4.786 0.005 0.007 0.009
H -2.086 -6.490 -2.481 0.009 -0.009 0.015
H 4.995 -3.688 -0.389 -0.006 -0.009 -0.003
H -2.013 5.929 -0.066 -0.031 -0.010 0.005
H -2.637 4.068 3.209 -0.007 -0.001 0.006
H 3.730 4.172 1.609 0.004 0.000 0.001
H 1.213 -7.549 -0.308 -0.010 -0.002 -0.003
H -0.563 6.373 -0.974 0.015 0.012 -0.014
H 2.403 2.231 -0.464 0.015 -0.012 0.034
H 1.738 -4.889 1.545 0.008 -0.004 -0.007
H 2.493 0.165 -4.049 -0.002 -0.012 -0.006
H -2.335 -5.257 -1.238 0.003 0.014 0.007
H 5.518 -2.011 -0.609 0.003 0.000 -0.016
H -0.206 -2.074 -2.902 0.018 0.007 -0.029
H -0.861 6.322 2.013 -0.019 0.002 -0.001
H 0.619 5.797 2.824 0.016 -0.012 0.015
H -2.022 5.885 -1.823 0.001 0.013 -0.007
H -0.239 2.103 2.964 -0.031 -0.011 -0.009
H 1.724 6.369 0.762 0.000 0.004 0.013
H -0.742 3.253 4.208 0.016 0.016 0.019
H 4.675 -4.016 -2.847 -0.003 -0.005 -0.002
H -4.428 -0.908 -2.357 -0.001 -0.003 -0.007
H 3.702 3.414 -0.533 0.002 0.029 -0.024
H 0.179 2.906 -2.323 0.002 -0.023 0.011
H 3.193 5.882 -0.071 0.004 0.011 0.007
H 1.670 5.916 -0.947 0.017 -0.012 -0.040
H -2.749 4.621 1.550 -0.014 0.004 -0.010
H -2.499 2.899 1.889 0.008 -0.027 -0.023
H -4.918 -0.753 3.705 -0.007 0.014 0.013
H -0.172 -6.339 -3.975 0.019 -0.009 0.008
H -0.042 -4.773 1.605 -0.018 -0.014 0.008
H 0.301 -1.044 -4.236 0.013 0.026 0.000
H 3.670 -2.860 -3.742 -0.005 0.012 -0.005
H -2.211 -1.721 -1.559 0.021 -0.028 -0.020
H -2.005 2.250 -0.926 0.016 -0.011 -0.022
H -5.346 0.130 1.693 0.001 0.017 0.000
H 2.091 0.765 -2.427 -0.014 -0.005 0.009
H 3.556 -0.201 -2.687 0.012 -0.009 0.002
H 4.119 -2.369 0.415 -0.002 0.019 -0.006
H 5.260 -2.369 -3.139 -0.002 0.006 0.002
H -0.636 -4.738 -4.568 -0.019 -0.004 0.006
H -2.706 3.455 -2.005 -0.018 0.015 0.002
```
Positions in Å, forces in eV/Å.

Total charge: +3
Frontier orbital gap (spin up / spin down) (Eh): 0.210 / 0.199
E_LUMO (spin up / spin down) (hartree): -0.3898 / -0.3851
DFT total energy (Ha): -5903.25587
ΔE to the lowest compared entry with this formula, charge and spin (kJ/mol): 90.9